(1)
The following is a quantum chemistry calculation of a structure of composition CH4O3 at a distorted geometry, from the OMol25 dataset.

Computed properties:
* F_max: 4.205 eV/A
* energy relative to the best compared isomer or geometry (same formula, charge and spin): 120.47 kcal per mole
* gap between HOMO and LUMO: 11.2 eV
* net charge: 0

Cartesian coordinates (Å):
C 0.2378 -0.6892 -0.1270
O 1.4974 0.6250 0.2266
O -1.8430 0.4858 0.4106
O -0.9039 -0.0645 -0.5425
H 0.8204 -1.2059 -0.9170
H 0.0567 -1.2811 0.8428
H 1.5812 0.8622 -0.7053
H -1.4466 1.2677 0.8118

Forces on atoms 1 to 6 (eV/Å):
C 1.3 2.2 3.0
O -2.9 -3.0 -0.6
O 0.4 -1.5 0.2
O 0.4 0.3 -1.3
H -1.1 0.4 0.3
H 0.8 1.2 -1.4

Formally, the natural (NBO) partial charges of the atoms, in units of the elementary charge, are as follows:
1. C 0.19
2. O -0.83
3. O -0.41
4. O -0.27
5. H 0.21
6. H 0.19
7. H 0.44
8. H 0.47



(2)
The following is a quantum chemistry calculation of a structure of composition C4H8O at a distorted geometry, from the OMol25 dataset.

Computed properties:
* F_max: 7.751 eV/A
* energy relative to the best compared isomer or geometry (same formula, charge and spin): 148.77 kcal per mole
* gap between HOMO and LUMO: 10.1 eV
* net charge: 0

Cartesian coordinates (Å):
C -1.9317 -0.0843 0.0823
C -0.4603 -1.0543 -0.0799
C 0.7433 -0.0437 -0.1169
C 0.2269 1.4219 -0.0268
H -1.9943 0.6279 1.2201
H -2.6858 -0.9483 0.1203
H -2.2846 0.7796 -1.0588
H -0.4372 -1.8634 -1.2005
H -0.1567 -1.9301 1.0435
H 0.9439 2.2781 0.0993
H -0.4524 1.6985 -0.8447
H -0.5269 1.3570 0.8528
O 2.0156 -0.4296 0.0770

Forces on atoms 1 to 6 (eV/Å):
C -0.7 -0.5 -0.1
C 0.4 -1.1 -0.1
C 5.1 -1.6 1.9
C 0.0 0.2 1.0
H 0.0 -2.6 -3.9
H 0.6 1.8 0.0

Formally, the natural (NBO) partial charges of the atoms, in units of the elementary charge, are as follows:
1. C -0.66
2. C -0.53
3. C 0.53
4. C -0.73
5. H 0.23
6. H 0.22
7. H 0.23
8. H 0.27
9. H 0.27
10. H 0.24
11. H 0.23
12. H 0.24
13. O -0.56



(3)
The following is a quantum chemistry calculation of a structure of composition C36H33N5O5PtTe, from the OMol25 dataset.

Computed properties:
* F_max: 0.884 eV/A
* energy relative to the best compared isomer or geometry (same formula, charge and spin): 3.05 kcal per mole
* gap between HOMO and LUMO (alpha / beta): 6.3 / 6.3 eV
* multiplicity: 5
* net charge: +2

Cartesian coordinates (Å):
Pt 0.3875 -0.2294 -0.6289
C 3.4240 -7.8234 6.3264
O 2.0391 -8.1175 6.5814
C 1.1070 -7.6311 5.7794
C -0.2181 -7.8910 6.1617
C -1.2494 -7.3876 5.4258
C -0.9902 -6.5957 4.2895
C 0.3379 -6.4027 3.8592
C 1.3803 -6.9096 4.5960
N -2.1062 -6.1102 3.6410
N -2.1774 -5.2864 2.7381
C -1.4630 -4.1747 2.4514
C -0.6853 -3.4791 3.4043
C 0.0617 -2.3847 3.0582
C 0.0739 -1.9164 1.7251
O 0.8337 -0.9702 1.3308
C -0.8292 -2.5330 0.7859
N -0.8884 -1.9643 -0.4410
C -1.7275 -2.4302 -1.3423
C -2.5565 -3.5265 -1.0734
C -2.4944 -4.1303 0.1537
C -1.6112 -3.6269 1.1283
H 3.9727 -8.2615 7.1491
H 3.5885 -6.7464 6.3044
H 3.7501 -8.2770 5.3900
H -0.3894 -8.4892 7.0484
H -2.2801 -7.5694 5.7114
H 0.5373 -5.8747 2.9321
H 2.3996 -6.7638 4.2645
H -0.6885 -3.8260 4.4311
H 0.6651 -1.8625 3.7903
H -1.7643 -1.9204 -2.2976
H -3.2437 -3.8723 -1.8345
H -3.1224 -4.9790 0.3935
C -0.7860 3.8505 -4.5941
C -0.3144 4.7535 -3.4538
C -0.4090 4.1164 -2.0652
C 0.2196 5.1015 -1.0176
C 0.0688 4.7662 0.4683
C -1.8720 3.9167 -1.6958
O -2.7598 4.6270 -2.0680
N -2.1506 2.8531 -0.8113
C -1.2758 1.8561 -0.5589
O -1.5463 0.8604 0.1413
N -0.0361 1.8546 -1.1300
C 0.3888 2.8322 -1.9899
O 1.4202 2.6944 -2.6458
H -0.7297 4.3918 -5.5373
H -1.8264 3.5428 -4.4572
H -0.1608 2.9608 -4.6935
H -0.9284 5.6513 -3.4276
H 0.7194 5.0600 -3.6104
H -0.2400 6.0687 -1.2193
H 1.2767 5.1833 -1.2759
H -0.9698 4.8189 0.7987
H 0.6285 5.4943 1.0547
H 0.4655 3.7770 0.7201
H -3.0966 2.7636 -0.4708
Te 2.0719 0.2232 -2.8361
C 3.9489 0.9891 -2.3476
C 4.1097 1.8634 -1.2799
C 5.3882 2.3069 -0.9756
C 6.4722 1.8842 -1.7383
C 6.2855 1.0298 -2.8185
C 5.0128 0.5697 -3.1315
C 2.2762 -1.5282 -1.6187
C 1.7060 -2.7407 -2.0584
C 2.0076 -3.9155 -1.4047
C 2.8618 -3.8948 -0.2999
C 3.4226 -2.7032 0.1453
C 3.1377 -1.5185 -0.5084
H 3.2585 2.2006 -0.7006
H 5.5351 2.9906 -0.1483
H 7.4699 2.2251 -1.4893
H 7.1282 0.7260 -3.4282
H 4.8697 -0.1005 -3.9718
H 1.0595 -2.7567 -2.9309
H 1.5960 -4.8526 -1.7622
H 3.0972 -4.8222 0.2109
H 4.0867 -2.6956 1.0001
H 3.5881 -0.5947 -0.1731

Forces on atoms 1 to 6 (eV/Å):
Pt -0.7 0.5 0.3
C -0.2 0.0 -0.1
O 0.2 0.1 0.0
C 0.2 0.0 -0.1
C -0.1 -0.1 0.2
C -0.2 0.0 0.1

Formally, the Mulliken partial charges of the atoms, in units of the elementary charge, are as follows:
1. Pt 1.42
2. C -0.83
3. O -0.39
4. C 0.83
5. C -0.70
6. C -0.30
7. C 0.05
8. C -0.35
9. C -0.47
10. N -0.62
11. N -0.09
12. C -0.12
13. C -0.42
14. C -0.90
15. C 0.78
16. O -0.77
17. C 0.53
18. N -1.02
19. C -0.26
20. C -0.95
21. C -0.37
22. C 0.65
23. H 0.25
24. H 0.36
25. H 0.35
26. H 0.46
27. H 0.48
28. H 0.64
29. H 0.44
30. H 0.57
31. H 0.56
32. H 0.59
33. H 0.46
34. H 0.54
35. C -1.22
36. C -1.29
37. C 2.21
38. C -1.08
39. C -1.23
40. C -0.20
41. O -0.53
42. N 0.08
43. C 0.42
44. O -0.71
45. N -0.33
46. C 0.32
47. O -0.69
48. H 0.45
49. H 0.33
50. H 0.21
51. H 0.52
52. H 0.48
53. H 0.42
54. H 0.44
55. H 0.31
56. H 0.48
57. H 0.20
58. H 0.32
59. Te 0.78
60. C 0.30
61. C 0.00
62. C -0.70
63. C -0.53
64. C -0.58
65. C -0.57
66. C -0.17
67. C -0.58
68. C -0.65
69. C -0.53
70. C -0.68
71. C 0.04
72. H 0.49
73. H 0.42
74. H 0.42
75. H 0.42
76. H 0.42
77. H 0.47
78. H 0.48
79. H 0.49
80. H 0.46
81. H 0.49



(4)
The following is a quantum chemistry calculation of a cluster of 2 separate species, C6H12IN in total at a distorted geometry, from the OMol25 dataset.

Computed properties:
* F_max: 3.579 eV/A
* energy relative to the best compared isomer or geometry (same formula, charge and spin): 66.82 kcal per mole
* gap between HOMO and LUMO (alpha / beta): 8.1 / 8.1 eV
* net charge: 0

Cartesian coordinates (Å):
C 0.6844 -0.0955 -0.0175
C 0.1736 -2.5399 -0.0629
C -1.0128 -1.1819 -1.7505
C 0.5350 2.8187 1.5208
C -0.3515 -1.0645 -0.3470
C -0.3550 2.0647 0.5204
N 1.8961 -0.2053 0.0577
I -2.3512 1.6056 1.1255
H -0.3427 -3.1615 -0.8046
H -0.3021 -2.9643 0.8182
H 1.1877 -2.6593 -0.1002
H -1.6102 -0.2879 -1.9873
H -1.5735 -2.0361 -1.9568
H -0.2234 -1.2987 -2.4816
H 0.7680 2.1868 2.4092
H 0.2362 3.8307 1.7741
H 1.5577 2.8066 1.1883
H -1.1253 -1.0128 0.3875
H -0.2296 2.5433 -0.4301
H 2.4385 0.6513 0.1370

Forces on atoms 1 to 6 (eV/Å):
C -1.6 2.9 -0.1
C -3.5 0.2 -0.5
C 1.5 3.1 0.0
C 0.1 -2.3 0.8
C -0.7 -3.5 0.2
C 1.9 -1.7 0.4

Formally, the natural (NBO) partial charges of the atoms, in units of the elementary charge, are as follows:
1. C 0.50
2. C -0.58
3. C -0.58
4. C -0.69
5. C -0.38
6. C -0.44
7. N -0.65
8. I 0.10
9. H 0.20
10. H 0.21
11. H 0.22
12. H 0.22
13. H 0.22
14. H 0.21
15. H 0.21
16. H 0.22
17. H 0.21
18. H 0.24
19. H 0.18
20. H 0.38



(5)
The following is a quantum chemistry calculation of a structure of composition C3H12B2Br2Na6O3 at a distorted geometry, from the OMol25 dataset.

Computed properties:
* F_max: 4.712 eV/A
* energy relative to the best compared isomer or geometry (same formula, charge and spin): 11.21 kcal per mole
* gap between HOMO and LUMO: 4.8 eV
* net charge: +2

Cartesian coordinates (Å):
Na -1.0133 1.8159 4.1743
Na -1.0298 -1.9003 3.9160
Na 1.4334 0.4672 3.4861
Na 1.5984 -0.8685 0.1712
Na -0.6939 2.0719 -1.0874
Na -3.0090 1.8184 1.4239
C -0.9484 -0.2537 1.5888
O 0.1274 -0.7998 1.9823
O -1.2138 0.1769 0.4255
O -1.7609 0.0686 2.5179
B 3.5421 0.5724 2.1035
H 3.7141 -0.5824 2.1249
H 4.3320 1.1018 1.4531
H 2.5173 0.7014 1.6505
H 3.5493 0.9498 3.1790
B 1.7573 1.3124 -1.2207
H 2.6604 0.6209 -1.1859
H 1.2369 1.3389 -0.2318
H 2.1848 2.3644 -1.4541
H 1.0454 1.0160 -2.0575
Br -4.2350 -2.8730 -2.3027
C -2.9628 -1.4022 -2.2769
C -1.9721 -1.6381 -3.4022
Br -1.1759 0.1007 -3.8909
H -2.5309 -1.3371 -1.2811
H -3.5050 -0.4683 -2.4126
H -2.4467 -2.0319 -4.2935
H -1.2013 -2.3422 -3.0996

Forces on atoms 1 to 6 (eV/Å):
Na -0.5 0.0 0.0
Na -0.1 -0.3 -0.7
Na 1.7 -0.5 -1.0
Na 0.6 0.4 -0.2
Na 1.0 -0.7 -0.7
Na -0.1 -1.0 -0.4

Formally, the natural (NBO) partial charges of the atoms, in units of the elementary charge, are as follows:
1. Na 0.98
2. Na 0.98
3. Na 0.92
4. Na 0.96
5. Na 0.95
6. Na 0.98
7. C 0.94
8. O -0.93
9. O -0.86
10. O -1.06
11. B -0.79
12. H -0.02
13. H 0.06
14. H -0.11
15. H -0.07
16. B -0.86
17. H 0.01
18. H -0.11
19. H 0.04
20. H -0.05
21. Br 0.02
22. C -0.46
23. C -0.43
24. Br -0.01
25. H 0.22
26. H 0.21
27. H 0.25
28. H 0.23



(6)
The following is a quantum chemistry calculation of an isolated molecule of C5H8O2, from the OMol25 dataset.

Computed properties:
* F_max: 0.507 eV/A
* energy relative to the best compared isomer or geometry (same formula, charge and spin): 23.41 kcal per mole
* gap between HOMO and LUMO: 11.3 eV
* SMILES string: CC1(OC=O)CC1
* net charge: 0

Cartesian coordinates (Å):
C -0.3570 1.4456 -0.3395
C -0.1566 0.0429 0.2021
O 1.1168 -0.1900 0.8076
C 2.1790 -0.1379 -0.0055
O 2.1621 0.0997 -1.1840
C -0.7811 -1.1427 -0.4587
C -1.2518 -0.6920 0.9022
H -0.3794 1.4534 -1.4316
H 0.4651 2.0917 -0.0236
H -1.2851 1.8829 0.0400
H 3.0867 -0.3409 0.5831
H -1.4132 -0.9552 -1.3226
H -0.1980 -2.0573 -0.5098
H -2.2155 -0.1967 0.9857
H -0.9720 -1.3035 1.7547

Forces on atoms 1 to 6 (eV/Å):
C 0.0 0.0 0.0
C -0.2 0.1 -0.1
O 0.1 0.0 -0.1
C 0.1 0.1 -0.3
O 0.0 -0.1 0.5
C 0.0 -0.1 -0.2

Formally, the natural (NBO) partial charges of the atoms, in units of the elementary charge, are as follows:
1. C -0.63
2. C 0.23
3. O -0.50
4. C 0.65
5. O -0.58
6. C -0.43
7. C -0.42
8. H 0.23
9. H 0.23
10. H 0.21
11. H 0.12
12. H 0.22
13. H 0.23
14. H 0.22
15. H 0.23



(7)
The following is a quantum chemistry calculation of a cluster of 2 separate species, Cl3H in total, from the OMol25 dataset.

Computed properties:
* F_max: 0.469 eV/A
* energy relative to the best compared isomer or geometry (same formula, charge and spin): 1.14 kcal per mole
* gap between HOMO and LUMO: 10.0 eV
* SMILES string: ClCl.Cl
* net charge: 0

Cartesian coordinates (Å):
Cl 1.2914 0.4581 -0.0508
Cl 3.1802 -0.1881 -0.0521
Cl -1.6095 -0.0815 -0.0719
H -2.8621 -0.1885 0.1748

Cartesian forces, eV/Å:
Cl 0.5 0.0 0.0
Cl -0.1 0.1 0.0
Cl -0.4 -0.2 0.0
H 0.0 0.1 0.0

Formally, the natural (NBO) partial charges of the atoms, in units of the elementary charge, are as follows:
1. Cl 0.00
2. Cl 0.00
3. Cl -0.27
4. H 0.27



(8)
The following is a quantum chemistry calculation of a cluster of 2 separate species, C2H9N2S2 in total at a distorted geometry, from the OMol25 dataset.

Computed properties:
* F_max: 3.729 eV/A
* energy relative to the best compared isomer or geometry (same formula, charge and spin): 51.53 kcal per mole
* gap between HOMO and LUMO (alpha / beta): 9.9 / 6.3 eV
* multiplicity: 2
* net charge: +2

Cartesian coordinates (Å):
C -2.8060 -0.0185 0.5104
S -1.6315 -0.0012 -0.8826
S -0.8943 -1.9540 -0.7625
H -2.2922 -0.2405 1.4553
H -3.2401 0.9927 0.6131
H -3.5536 -0.7844 0.3291
H -2.0553 -2.3291 -1.3286
N 2.4407 0.2862 1.0254
C 2.3573 0.1278 -0.2611
N 1.4512 0.8399 -1.0193
H 1.7871 0.8846 1.5241
H 3.2096 -0.0333 1.6196
H 3.2871 -0.1489 -0.7608
H 0.4677 0.5248 -1.0141
H 1.4722 1.8537 -1.0480

Forces on atoms 1 to 6 (eV/Å):
C -0.1 0.8 -0.1
S -0.1 -1.1 1.4
S -0.4 1.3 -0.8
H 0.3 -0.1 -0.4
H 0.0 -0.5 -0.4
H -0.3 0.0 0.0

Formally, the natural (NBO) partial charges of the atoms, in units of the elementary charge, are as follows:
1. C -0.78
2. S 0.59
3. S 0.12
4. H 0.29
5. H 0.30
6. H 0.29
7. H 0.21
8. N -0.58
9. C 0.47
10. N -0.90
11. H 0.44
12. H 0.46
13. H 0.25
14. H 0.38
15. H 0.46



What is the F_max in the fourth record? 3.579 eV/A



The lowest energy relative to the best compared isomer or geometry (same formula, charge and spin) belongs to which entry? Cl3H



Please write out number 8 again, unchanged.
The following is a quantum chemistry calculation of a cluster of 2 separate species, C2H9N2S2 in total at a distorted geometry, from the OMol25 dataset.

Computed properties:
* F_max: 3.729 eV/A
* energy relative to the best compared isomer or geometry (same formula, charge and spin): 51.53 kcal per mole
* gap between HOMO and LUMO (alpha / beta): 9.9 / 6.3 eV
* multiplicity: 2
* net charge: +2

Cartesian coordinates (Å):
C -2.8060 -0.0185 0.5104
S -1.6315 -0.0012 -0.8826
S -0.8943 -1.9540 -0.7625
H -2.2922 -0.2405 1.4553
H -3.2401 0.9927 0.6131
H -3.5536 -0.7844 0.3291
H -2.0553 -2.3291 -1.3286
N 2.4407 0.2862 1.0254
C 2.3573 0.1278 -0.2611
N 1.4512 0.8399 -1.0193
H 1.7871 0.8846 1.5241
H 3.2096 -0.0333 1.6196
H 3.2871 -0.1489 -0.7608
H 0.4677 0.5248 -1.0141
H 1.4722 1.8537 -1.0480

Forces on atoms 1 to 6 (eV/Å):
C -0.1 0.8 -0.1
S -0.1 -1.1 1.4
S -0.4 1.3 -0.8
H 0.3 -0.1 -0.4
H 0.0 -0.5 -0.4
H -0.3 0.0 0.0

Formally, the natural (NBO) partial charges of the atoms, in units of the elementary charge, are as follows:
1. C -0.78
2. S 0.59
3. S 0.12
4. H 0.29
5. H 0.30
6. H 0.29
7. H 0.21
8. N -0.58
9. C 0.47
10. N -0.90
11. H 0.44
12. H 0.46
13. H 0.25
14. H 0.38
15. H 0.46